Computed, not measured: 2 unconnected molecules or ions with the total composition C4H12N2, with ωB97M-V with the def2-TZVPD basis set.

As for the charge: 0. The calculation puts the frontier orbital gap at 9.9 eV. The SMILES is C=CN.CCN. For the HOMO energy, the calculation gives -8.80 eV.

Geometry as XYZ:
```
18
Properties=species:S:1:pos:R:3:forces:R:3
C -0.587 1.585 2.428 -2.634 -2.980 -3.142
C -1.635 0.990 1.621 1.587 2.972 3.499
N -2.288 1.643 0.523 0.205 1.996 0.393
H -0.183 2.584 2.367 0.000 0.112 -0.704
H 0.054 0.829 2.855 -0.209 0.102 1.135
H -2.257 0.218 2.117 1.053 -0.314 -0.812
H -2.794 2.524 0.858 0.547 -1.695 -0.493
H -1.518 2.035 -0.037 -0.529 -0.226 0.117
C 2.398 -1.931 -0.830 0.290 -1.523 1.441
C 1.133 -1.752 -1.626 -0.925 1.512 0.283
N 0.601 -0.356 -1.657 -0.652 -0.888 -0.031
H 3.198 -1.306 -1.233 0.095 -0.311 -0.121
H 2.625 -3.060 -0.949 0.206 1.852 0.301
H 2.361 -1.710 0.289 -0.351 -0.210 -1.469
H 0.279 -2.271 -1.221 0.030 -0.704 0.417
H 1.340 -2.220 -2.579 -0.097 0.208 -0.748
H 1.212 0.347 -2.042 -0.054 -0.100 -0.362
H -0.363 -0.335 -2.054 1.437 0.199 0.295
```
Positions in Å, forces in eV/Å.

---

Computed, not measured: 2 unconnected molecules or ions with the total composition C4H12N2, with ωB97M-V with the def2-TZVPD basis set.

The expectation value of S² is 0.7563. As for the charge: +1. The spin multiplicity is 2. The calculation puts the frontier orbital gap (spin up / spin down) at 7.3 / 8.6 eV. For the HOMO energy (spin up / spin down), the calculation gives -10.84 / -12.28 eV.

Geometry as XYZ:
```
18
Properties=species:S:1:pos:R:3:forces:R:3
C -0.251 -0.650 -1.004 -2.783 -4.867 -0.116
C 1.143 -0.796 -1.000 3.611 1.085 -1.831
C 1.379 -0.081 0.306 1.752 -2.232 -0.961
C 0.943 1.049 0.759 -2.320 2.658 1.622
N 1.340 1.454 2.185 -2.524 0.608 -0.661
N -2.855 -0.816 -1.300 -0.178 -2.761 -4.127
H -0.837 -1.620 -0.795 0.739 2.455 -0.342
H -0.642 0.312 -1.084 -0.997 0.958 -0.164
H 1.656 -1.809 -1.162 -1.120 1.351 0.984
H 1.592 -0.178 -1.842 -0.166 -0.375 0.895
H 1.932 -0.711 0.947 1.195 -0.273 1.073
H -0.020 1.566 0.536 1.471 -0.132 -0.513
H 2.306 1.592 2.292 1.851 -0.464 0.398
H 0.935 2.355 2.488 0.018 -0.143 -0.719
H 0.888 0.814 2.825 0.606 -0.667 0.554
H -3.265 -1.792 -1.312 0.468 1.791 0.003
H -3.229 -0.309 -0.585 -1.589 1.693 2.012
H -3.015 -0.382 -2.255 -0.034 -0.685 1.894
```
Positions in Å, forces in eV/Å.

---

Computed, not measured: a gas-phase ion, C4H12N2 (charge +2), with ωB97M-V with the def2-TZVPD basis set.

As for the charge: +2. The calculation puts the frontier orbital gap at 11.1 eV. The SMILES is C=C([NH3+])CC[NH3+]. For the HOMO energy, the calculation gives -18.87 eV.

Geometry as XYZ:
```
18
Properties=species:S:1:pos:R:3:forces:R:3
C -1.904 0.251 -0.736 0.606 -0.481 -0.149
C -1.142 -0.178 0.276 -0.583 3.186 0.596
N -1.810 -0.208 1.634 -1.476 -0.500 0.228
C 0.308 0.250 0.380 0.417 -0.207 -0.616
C 1.090 0.210 -0.989 -0.720 -1.475 2.141
N 2.412 -0.457 -0.743 2.832 -0.073 -1.195
H -2.968 0.124 -0.923 0.081 0.167 0.491
H -1.343 0.799 -1.487 -0.298 -0.577 -0.576
H -1.679 0.563 2.310 1.379 0.043 -0.459
H -1.717 -1.076 2.174 -0.082 -0.042 -0.134
H -2.811 0.010 1.502 -0.082 -0.998 -0.343
H 0.787 -0.410 1.110 0.202 0.331 0.027
H 0.369 1.306 0.675 -0.123 -0.398 0.620
H 0.576 -0.510 -1.623 -0.032 0.737 -0.676
H 1.261 1.229 -1.318 0.004 -0.296 -0.623
H 3.111 -0.151 -1.444 -0.393 0.419 -0.026
H 2.943 -0.287 0.120 -0.688 0.293 0.347
H 2.519 -1.465 -0.917 -1.042 -0.130 0.349
```
Positions in Å, forces in eV/Å.

---

Computed, not measured: 2 unconnected molecules or ions with the total composition C4H12N2, with ωB97M-V with the def2-TZVPD basis set.

As for the charge: +2. The calculation puts the frontier orbital gap at 6.8 eV. For the HOMO energy, the calculation gives -17.42 eV.

Geometry as XYZ:
```
18
Properties=species:S:1:pos:R:3:forces:R:3
C -0.453 -0.675 -0.868 -0.588 -0.751 -1.798
C 0.941 -0.743 -1.118 1.352 0.735 -0.465
C 1.357 -0.195 0.295 0.445 0.332 -0.996
C 0.924 0.973 0.757 0.817 -0.040 0.613
N 1.433 1.402 2.104 -0.845 0.337 -0.716
N -3.281 -0.802 -1.223 -0.054 -0.038 0.026
H -1.045 -1.580 -0.723 0.099 0.134 0.985
H -1.085 0.180 -1.090 0.133 0.418 0.761
H 1.361 -1.712 -1.383 -0.180 -0.261 0.741
H 1.424 -0.040 -1.804 -0.674 0.273 -0.184
H 2.274 -0.662 0.651 -0.686 -0.631 0.766
H 0.434 1.781 0.230 -0.707 -0.405 0.089
H 2.415 1.136 2.218 0.049 0.190 0.400
H 1.287 2.413 2.213 0.588 0.054 -0.022
H 0.843 1.006 2.846 0.294 -0.354 0.084
H -3.667 -1.736 -1.337 0.053 0.062 -0.239
H -3.833 -0.403 -0.467 0.086 0.110 0.000
H -3.519 -0.269 -2.054 -0.184 -0.166 -0.045
```
Positions in Å, forces in eV/Å.

---

Computed, not measured: 2 unconnected molecules or ions with the total composition C4H12N2, with ωB97M-V with the def2-TZVPD basis set.

As for the charge: +2. The calculation puts the frontier orbital gap at 6.4 eV. For the HOMO energy, the calculation gives -17.63 eV.

Geometry as XYZ:
```
18
Properties=species:S:1:pos:R:3:forces:R:3
C -0.454 0.708 1.123 -0.543 4.756 2.699
C 0.830 0.752 1.864 -0.771 -0.912 -4.125
C 1.323 -0.326 0.667 0.515 1.876 -1.170
C 1.291 0.066 -0.678 0.234 -0.277 4.638
N 1.357 -0.881 -1.728 -1.567 -1.563 0.559
N -2.630 0.011 -0.371 -2.677 2.759 0.318
H -0.661 1.502 0.303 0.505 -1.998 1.079
H -1.423 0.548 1.788 1.883 -1.179 -1.999
H 1.545 1.576 1.844 -0.464 0.162 -0.039
H 0.676 0.229 2.746 0.539 -0.895 1.795
H 1.915 -1.153 1.076 -0.785 -0.280 -0.298
H 0.720 0.880 -0.933 -0.615 2.132 -0.837
H 0.418 -1.157 -1.359 0.234 -1.712 -1.642
H 1.274 -0.764 -2.724 0.044 1.500 -0.842
H 2.008 -1.621 -1.619 1.042 -1.321 0.576
H -2.264 0.553 -1.113 0.717 0.174 -1.019
H -2.295 -0.873 -0.276 1.169 -3.132 -0.213
H -3.632 -0.050 -0.610 0.538 -0.090 0.518
```
Positions in Å, forces in eV/Å.

---

Computed, not measured: 2 unconnected molecules or ions with the total composition C4H12N2O, with ωB97M-V with the def2-TZVPD basis set.

The expectation value of S² is 0.7505. As for the charge: -1. The spin multiplicity is 2. The calculation puts the frontier orbital gap (spin up / spin down) at 2.8 / 8.8 eV. For the HOMO energy (spin up / spin down), the calculation gives 1.09 / -5.01 eV.

Geometry as XYZ:
```
19
Properties=species:S:1:pos:R:3:forces:R:3
C 0.818 -0.051 -1.387 0.127 -0.747 -0.293
C 1.409 0.146 0.005 0.540 -0.232 0.178
C 0.357 0.080 1.088 -0.392 -0.123 0.200
C -0.295 -1.042 1.395 0.590 -0.407 -0.488
N -0.039 1.325 1.600 0.237 0.560 0.041
N 0.673 -1.489 -1.668 -0.238 0.198 0.851
H -0.161 0.421 -1.428 -0.056 0.085 -0.152
H 1.482 0.371 -2.138 0.041 0.584 -0.090
H 1.945 1.089 0.077 -0.324 0.428 -0.069
H 2.225 -0.566 0.163 -0.207 -0.435 -0.002
H -1.036 -1.103 2.172 -0.279 0.244 0.046
H -0.087 -1.937 0.813 -0.037 0.072 0.194
H 0.545 1.774 2.284 -0.063 0.033 -0.107
H -1.023 1.552 1.598 -0.099 -0.248 0.099
H 0.123 -1.726 -2.481 0.177 0.153 -0.064
H 1.573 -1.942 -1.633 -0.033 -0.161 -0.376
H -3.084 1.644 -0.581 -0.006 0.057 0.057
H -2.751 0.256 -0.066 0.007 0.037 0.036
O -2.674 1.198 0.187 0.014 -0.100 -0.063
```
Positions in Å, forces in eV/Å.

---

Computed, not measured: C4H12N2O in the gas phase, with ωB97M-V with the def2-TZVPD basis set.

As for the charge: 0. The calculation puts the frontier orbital gap at 6.5 eV. For the HOMO energy, the calculation gives -5.81 eV.

Geometry as XYZ:
```
19
Properties=species:S:1:pos:R:3:forces:R:3
C -1.324 -0.016 -0.158 0.913 -0.049 0.402
C -0.278 -0.120 0.851 -1.213 0.052 -0.856
C 1.775 1.315 -0.202 0.005 -0.432 0.006
C -2.406 -1.061 -0.189 -0.039 0.210 0.094
N 1.165 -0.029 -0.147 -0.719 0.456 0.841
N 2.056 -1.114 0.141 -0.055 0.123 -0.559
O -1.809 1.347 -0.253 -0.228 -0.099 0.178
H -2.182 1.445 -1.133 0.107 0.014 0.068
H 0.407 -0.149 -0.936 0.912 -0.544 0.494
H 2.556 -0.905 1.004 -0.176 0.090 -0.164
H 2.742 -1.164 -0.607 0.077 -0.045 0.068
H -0.174 -1.101 1.299 0.161 -0.123 -0.145
H -0.218 0.667 1.607 0.486 0.235 -0.307
H 2.226 1.566 0.762 -0.115 -0.033 -0.079
H 0.971 2.010 -0.441 0.086 0.080 0.006
H 2.547 1.320 -0.972 -0.017 0.173 -0.030
H -3.158 -0.916 0.602 -0.075 -0.046 -0.050
H -1.974 -2.058 -0.079 -0.027 0.039 -0.008
H -2.924 -1.036 -1.151 -0.082 -0.099 0.041
```
Positions in Å, forces in eV/Å.

---

Computed, not measured: C4H12N2O in the gas phase, with ωB97M-V with the def2-TZVPD basis set.

As for the charge: 0. The calculation puts the frontier orbital gap at 9.5 eV. The SMILES is NC[C@H](N)CCO. For the HOMO energy, the calculation gives -8.63 eV.

Geometry as XYZ:
```
19
Properties=species:S:1:pos:R:3:forces:R:3
N 0.517 -2.783 0.032 1.280 -1.516 -1.197
C -0.149 -1.682 0.808 -0.014 2.149 -0.505
C 0.054 -0.228 -0.045 0.923 -1.590 3.446
N 1.451 0.039 -0.082 2.763 2.997 -1.206
C -0.648 1.002 0.488 1.253 1.799 -0.097
C -1.115 2.138 -0.481 0.030 -1.628 0.549
O -0.002 2.896 -0.907 0.287 0.926 -0.155
H 0.573 -3.663 0.508 -0.245 0.022 0.670
H 0.987 -3.086 -0.955 -2.038 2.731 2.972
H -1.234 -1.831 0.967 0.066 -0.148 -1.081
H 0.084 -1.562 1.929 1.132 -0.414 -1.722
H -0.284 -0.610 -0.919 -1.614 -0.453 -3.335
H 1.803 0.944 -0.644 -1.374 -2.913 1.724
H 2.064 -0.729 -0.305 -0.187 -0.239 -0.199
H 0.037 1.560 1.155 0.167 -0.556 -0.228
H -1.385 0.733 1.156 -2.268 -0.720 1.142
H -1.566 1.609 -1.333 -0.451 0.631 0.008
H -1.837 2.834 0.070 1.057 -0.927 -1.031
H 0.650 2.418 -1.443 -0.768 -0.150 0.244
```
Positions in Å, forces in eV/Å.

---

Computed, not measured: C4H12N2O in the gas phase, with ωB97M-V with the def2-TZVPD basis set.

As for the charge: 0. The calculation puts the frontier orbital gap at 9.9 eV. The SMILES is NC[C@H](N)CCO. For the HOMO energy, the calculation gives -8.84 eV.

Geometry as XYZ:
```
19
Properties=species:S:1:pos:R:3:forces:R:3
N 1.016 -2.525 -0.377 -1.456 0.720 1.335
C 0.553 -1.497 0.548 0.433 0.257 -0.586
C 0.136 -0.246 -0.227 -0.882 -0.618 -1.361
N 1.065 0.172 -1.280 2.272 0.271 1.835
C -0.159 0.898 0.731 -0.680 0.665 0.148
C -1.521 1.574 0.558 1.423 1.140 0.769
O -1.475 2.248 -0.699 -0.595 -0.329 -0.045
H 1.697 -3.117 0.034 0.686 -0.400 -0.722
H 0.999 -2.196 -1.323 0.835 -0.489 -0.129
H -0.264 -1.868 1.176 -0.149 0.228 -0.120
H 1.304 -1.114 1.233 0.688 -0.404 0.292
H -0.724 -0.591 -0.822 -0.533 0.600 0.558
H 1.990 -0.205 -1.077 0.089 0.438 0.329
H 0.988 -0.059 -2.231 -1.401 -0.500 -1.209
H 0.535 1.743 0.659 0.239 -0.337 -0.800
H -0.002 0.675 1.787 -0.424 -0.779 0.132
H -2.404 0.960 0.728 -0.005 -0.295 -0.348
H -1.475 2.344 1.346 -0.606 -0.107 0.004
H -2.260 2.803 -0.765 0.065 -0.060 -0.083
```
Positions in Å, forces in eV/Å.

---

Computed, not measured: C4H12N2O in the gas phase, with ωB97M-V with the def2-TZVPD basis set.

As for the charge: 0. The calculation puts the frontier orbital gap at 9.7 eV. The SMILES is C[C@H](O)[C@H](N)CN. For the HOMO energy, the calculation gives -8.96 eV.

Geometry as XYZ:
```
19
Properties=species:S:1:pos:R:3:forces:R:3
C -1.606 -0.398 1.437 1.778 0.416 2.298
C -1.074 -0.811 0.125 1.526 -0.646 -1.830
O -0.357 -2.057 -0.041 0.761 0.389 2.060
C -0.255 0.412 -0.578 -1.598 -1.843 1.542
N -0.415 0.206 -1.968 2.027 0.010 -2.531
C 1.208 0.482 -0.058 0.187 -0.107 1.479
N 2.298 1.522 -0.335 -1.434 0.188 -0.150
H -0.777 0.274 1.943 -2.236 -0.677 -0.741
H -1.840 -1.163 2.219 0.060 0.226 -1.027
H -2.526 0.035 1.051 -0.095 1.015 1.299
H -1.955 -1.017 -0.476 0.137 0.374 -0.645
H 0.171 -2.198 0.790 -0.625 0.092 -1.275
H -0.886 1.255 -0.293 0.465 0.536 0.116
H 0.538 0.503 -2.182 -0.339 0.395 -1.703
H -0.373 -0.764 -2.355 -0.361 0.667 1.325
H 0.972 0.449 1.020 0.694 -0.051 0.109
H 1.691 -0.473 -0.324 -0.296 0.257 0.071
H 2.042 2.534 -0.155 0.444 -1.986 0.087
H 3.145 1.208 0.180 -1.094 0.746 -0.483
```
Positions in Å, forces in eV/Å.

---

Computed, not measured: 2 unconnected molecules or ions with the total composition C4H12N2O, with ωB97M-V with the def2-TZVPD basis set.

As for the charge: 0. The calculation puts the frontier orbital gap at 9.5 eV. The SMILES is [H]/N=C(\C)CN.CO. For the HOMO energy, the calculation gives -8.49 eV.

Geometry as XYZ:
```
19
Properties=species:S:1:pos:R:3:forces:R:3
H 1.242 1.660 -1.447 0.649 -0.633 0.003
N 0.900 1.237 -0.590 -0.595 0.390 0.505
C 0.111 0.269 -0.759 -3.384 1.727 -0.134
C -0.223 -0.453 -2.028 0.208 -0.413 0.151
C -1.474 0.441 0.255 1.697 0.611 -1.126
N -1.061 1.074 1.493 0.044 -0.095 -0.025
H -0.673 -1.417 -1.791 -0.015 0.016 -0.113
H 0.683 -0.632 -2.609 -0.035 0.041 -0.030
H -0.932 0.124 -2.621 0.007 0.109 0.045
H -2.106 -0.434 0.463 0.445 -0.247 -0.179
H -2.063 1.074 -0.423 0.220 0.020 -0.057
H -1.798 1.638 1.900 0.100 -0.082 -0.004
H -0.260 1.676 1.300 -0.102 0.010 -0.126
C 1.645 -1.068 1.276 -0.198 -0.255 0.021
O 0.559 -1.285 0.370 -2.163 0.604 1.598
H 1.317 -0.535 2.170 0.054 -0.081 -0.089
H 2.432 -0.496 0.784 -0.105 0.150 -0.121
H 2.035 -2.053 1.530 0.085 0.058 0.172
H -0.333 -0.819 0.725 3.088 -1.929 -0.492
```
Positions in Å, forces in eV/Å.

---

Computed, not measured: C4H12N2O in the gas phase, with ωB97M-V with the def2-TZVPD basis set.

As for the charge: 0. The calculation puts the frontier orbital gap at 10.1 eV. The SMILES is NC[C@H](N)CCO. For the HOMO energy, the calculation gives -9.10 eV.

Geometry as XYZ:
```
19
Properties=species:S:1:pos:R:3:forces:R:3
N -1.277 2.131 -1.105 -0.435 -0.235 1.683
C -0.393 1.715 0.037 -0.614 -2.324 -3.305
C -0.139 0.182 -0.210 -0.260 -1.115 1.512
N -1.457 -0.482 -0.196 -0.378 0.683 0.166
C 0.723 -0.452 0.946 0.358 0.960 -1.823
C 1.663 -1.597 0.548 0.027 -1.180 1.476
O 0.936 -2.865 0.509 0.338 1.340 -0.381
H -1.511 3.108 -1.088 0.089 0.001 -0.462
H -1.091 1.709 -2.002 0.339 0.425 0.063
H 0.566 2.155 -0.165 0.554 0.649 1.210
H -0.935 1.785 0.979 0.485 0.592 0.070
H 0.354 -0.029 -1.157 0.391 0.568 -0.325
H -1.577 -1.399 -0.624 0.428 0.451 -0.092
H -2.082 0.191 -0.630 -0.383 -0.418 -0.069
H -0.006 -0.723 1.707 0.363 -0.315 0.248
H 1.408 0.297 1.327 -0.067 0.494 0.273
H 2.302 -1.531 -0.348 -0.655 0.617 -0.051
H 2.385 -1.661 1.377 -0.190 -0.351 -0.196
H 0.133 -2.533 0.097 -0.391 -0.843 0.002
```
Positions in Å, forces in eV/Å.

---

Looking at strongest force on any atom for the records above, in order, we have 5.07 5.61 3.29 2.04 5.50 0.91 1.49 4.52 2.93 3.24 3.80 4.09 eV/Å.
Looking at ΔE to the lowest compared entry with this formula, charge and spin for the records above, in order, we have 262.2 277.1 140.2 390.6 670.5 94.3 523.8 368.0 204.2 287.0 409.2 196.3 kJ/mol.